[1]
47
Properties=species:S:1:pos:R:3:forces:R:3:nbo_charge:R:1 method="wB97M-V/def2-TZVPD" e_homo_ev=-12.99 total_charge=+1 energy_ha=-1127.06348 relative_energy_ev=1.594 e_lumo_ev=-4.0 gap_ev=9.03
O -0.8285 -1.8280 2.3017 0.127 -0.578 0.796 -0.955
O -1.5365 0.9460 2.6937 -0.418 0.754 0.013 -0.953
O 2.2185 -1.0130 2.5607 0.228 -1.756 0.302 -0.917
O -1.4305 2.9770 -0.7943 0.993 0.045 -0.856 -0.964
O 1.3065 -2.5770 0.4477 -0.878 0.836 0.008 -0.962
O -3.2415 2.1260 1.0437 0.762 1.383 0.006 -0.953
O 0.1825 -0.1140 -3.1723 0.278 1.975 -0.192 -0.976
O 0.5015 4.0350 0.7407 1.036 -0.023 0.921 -0.979
O 2.9785 0.4600 -3.0213 1.776 0.440 -0.517 -0.989
O -2.7185 -2.0600 0.4147 -1.935 -0.190 -0.580 -0.991
O 1.5925 2.5680 -1.7953 -0.697 -0.264 -0.980 -0.979
O 3.5335 -0.6890 0.1637 -0.040 1.018 0.194 -0.949
O -2.0915 0.0260 -1.2563 -0.414 0.936 -0.203 -1.003
O -0.4175 -2.5240 -1.9253 0.500 0.642 0.376 -0.952
N 0.4335 0.3900 0.1967 1.144 3.191 -3.519 -0.822
H -1.3935 -2.0040 3.0747 -0.030 0.244 -0.203 0.503
H -1.5555 2.6560 -1.6823 0.544 0.194 -0.803 0.477
H 3.0875 -1.4050 2.7347 0.645 1.083 0.520 0.479
H -3.7625 1.3800 0.8487 -1.228 -1.371 -0.320 0.464
H 0.0275 4.1120 1.5767 -0.054 0.057 -0.296 0.465
H 3.1465 -1.1420 0.9107 -0.153 -0.044 0.003 0.457
H 0.7675 -3.3180 0.6827 -0.400 -1.053 0.000 0.477
H 0.1275 -0.9950 -2.8643 -0.403 -1.862 0.332 0.492
H -0.2005 -2.5600 2.3647 0.062 0.207 -0.064 0.482
H 2.0365 0.3330 -3.0453 -1.063 -0.094 -0.640 0.498
H 3.3095 0.7460 -3.9023 -0.672 -0.536 0.852 0.485
H 0.2775 -0.4620 0.4997 -1.401 -5.668 1.602 0.411
H -2.3405 -0.5600 -0.5243 -0.325 -0.472 -0.224 0.504
H 0.2495 -2.6700 -1.2513 0.372 0.205 0.091 0.471
H -2.0105 -2.1080 1.0557 -0.172 -0.209 0.718 0.489
H -0.8005 -3.3790 -2.0233 -0.762 -0.941 -0.494 0.485
H -2.9045 0.5150 -1.4933 0.583 -0.466 0.202 0.482
H -2.1925 2.6210 -0.3783 -1.565 -0.236 1.464 0.491
H 2.1705 2.3350 -2.5543 -0.192 0.049 1.114 0.497
H 3.7035 -1.2800 -0.5543 0.236 -0.520 -0.686 0.477
H 0.9755 0.8060 0.8707 1.984 1.818 1.894 0.437
H 1.7975 -1.8940 2.5257 -0.670 0.874 -0.115 0.456
H 2.1915 -2.8970 0.3737 1.023 -0.489 -0.270 0.497
H -0.6075 0.3100 -2.8053 0.174 -0.196 -0.121 0.492
H -2.0685 0.9360 3.4877 -0.387 0.413 0.360 0.493
H 0.9205 0.3640 -0.7023 0.438 0.101 -0.165 0.473
H -0.1075 3.7070 0.0837 -0.673 -0.039 -0.431 0.496
H -2.4765 1.7600 1.5087 -0.031 0.008 0.180 0.490
H -3.6075 -2.3350 0.7707 1.726 0.377 -0.257 0.501
H -0.3735 0.9190 0.0107 -1.962 1.085 -0.250 0.463
H 2.1135 2.5880 -1.0013 0.733 0.293 0.269 0.478
H -0.9845 0.1990 2.8057 1.159 -1.222 -0.036 0.484

---

[2]
47
Properties=species:S:1:pos:R:3:forces:R:3:nbo_charge:R:1 method="wB97M-V/def2-TZVPD" e_homo_ev=-12.48 total_charge=+1 energy_ha=-1127.09801 relative_energy_ev=0.654 e_lumo_ev=-3.1 gap_ev=9.40
O -2.4180 1.0156 2.6279 -0.314 0.374 0.366 -0.996
O 2.3840 -2.0614 -0.2071 -0.127 -0.018 -0.063 -0.992
O -1.6340 -1.6904 2.6699 -0.792 -0.005 -0.005 -0.992
O 1.3160 -1.5994 2.3359 0.471 -3.908 0.252 -0.975
O 0.6410 -1.1634 -3.1151 1.586 -0.820 -0.018 -0.969
O 2.8090 0.9286 1.5079 0.734 -1.549 0.297 -0.966
O -2.0150 -0.2354 -2.7851 -0.969 0.699 -0.625 -0.997
O -2.6300 -1.8674 -0.5971 0.435 0.439 1.455 -0.978
O 0.3920 0.9516 3.3919 3.022 -0.037 0.850 -0.963
O -1.9790 2.3536 -1.6761 -0.877 0.260 -0.443 -0.955
O -0.5750 -3.4844 0.4879 0.165 0.086 -0.288 -0.966
O 1.2650 3.0036 0.6929 -0.224 -0.912 -0.365 -0.958
O 0.3270 1.7776 -3.0591 0.579 -0.232 1.268 -0.947
O 2.7390 0.1086 -1.6341 2.260 0.598 -0.939 -0.968
N -0.1380 -0.0094 0.0069 0.072 -0.142 -1.449 -0.879
H 0.1130 -0.9804 0.1899 0.589 -0.543 0.198 0.490
H -3.1970 -2.5654 -0.8941 -0.377 -0.364 -0.644 0.491
H 1.3770 3.8466 0.2969 0.302 1.204 -1.049 0.481
H -2.0770 0.7246 -2.5931 0.318 -0.193 0.456 0.499
H 2.2960 -0.4234 -2.2991 -0.947 -0.161 -0.434 0.507
H 3.6820 0.0626 -1.9711 -1.409 0.291 0.819 0.488
H 0.5600 0.4866 4.2319 0.011 0.423 -0.400 0.484
H 0.5540 0.6576 0.3049 1.292 0.114 -0.034 0.460
H -0.9130 0.2106 0.5849 -1.678 -0.028 0.368 0.440
H -2.8840 -0.3604 -3.2191 0.631 -0.462 0.187 0.497
H 1.0100 -1.4954 -3.9461 -0.072 -0.115 0.297 0.484
H -3.0940 0.8506 3.3249 0.531 0.597 -0.769 0.513
H -1.3170 -2.9904 0.1109 -0.052 0.071 0.033 0.481
H -2.2530 -1.3624 -1.3151 -0.297 -0.102 -0.931 0.492
H -1.9390 -0.7654 2.7289 0.960 -0.843 -0.086 0.474
H 2.5590 -1.2084 -0.6361 0.161 -0.267 0.300 0.465
H -2.4150 1.9596 2.3809 -0.397 -0.602 0.426 0.505
H 1.0750 3.2616 1.5809 -0.293 -0.177 1.418 0.491
H -0.9790 -3.9554 1.2159 -0.024 -0.126 0.318 0.469
H 2.6550 1.7686 1.1239 -0.510 1.528 -0.525 0.482
H -0.5100 0.8596 3.2639 -3.128 -0.236 -0.368 0.478
H 1.4060 -0.7274 2.5999 0.564 3.113 0.956 0.497
H -0.1970 2.1626 -3.7411 -0.334 0.569 -1.064 0.479
H -1.0550 2.4586 -1.9021 0.686 -0.126 0.007 0.483
H -2.4160 2.8586 -2.3841 -0.149 -0.018 0.557 0.481
H 1.9310 -2.1494 2.8989 -1.004 0.928 -0.935 0.501
H 0.9230 2.4616 -2.7241 0.151 -0.163 -0.370 0.491
H 2.1560 -1.8424 0.7039 -0.035 -0.202 0.112 0.476
H -0.3250 0.0856 -1.0191 0.085 0.027 1.037 0.454
H -0.1620 -0.7494 -3.3671 -1.404 0.710 -0.328 0.491
H -0.6790 -1.8214 2.7479 -0.005 0.603 -0.074 0.500
H 3.6290 0.6536 1.0739 -0.187 -0.286 0.230 0.477

---

[3]
48
Properties=species:S:1:pos:R:3:forces:R:3:nbo_charge:R:1 method="wB97M-V/def2-TZVPD" e_homo_ev=-11.59 energy_ha=-1223.19877 relative_energy_ev=0.000 e_lumo_ev=0.4 gap_ev=12.01
O 1.3252 -0.1783 1.9793 -0.135 -0.327 0.089 -1.031
O -4.4837 1.1676 0.1316 -0.140 0.265 0.053 -1.019
O -3.1691 3.1849 1.2403 0.181 0.102 -0.140 -0.987
O 0.8653 -1.5503 -1.6297 -0.076 0.046 -0.019 -1.031
O 2.2524 0.5117 -0.4882 -0.199 0.307 0.137 -1.028
O 4.5051 -1.2757 -0.1965 -0.191 0.047 0.049 -0.986
O 3.5190 -1.8231 2.3932 -0.064 -0.272 -0.118 -1.023
O 2.1847 -3.8712 1.3988 0.041 0.072 -0.080 -0.984
O -2.0898 3.9248 -1.2759 -0.026 -0.076 0.033 -1.022
O 0.1051 2.2432 -0.9405 -0.270 -0.163 -0.101 -1.030
O -0.8279 1.5585 1.5864 -0.333 -0.003 0.104 -1.029
O -1.3421 0.1068 -1.9664 -0.007 0.038 0.031 -1.031
O 3.0537 -3.2796 -1.2040 0.234 0.238 -0.049 -1.021
O -0.1254 -2.2162 0.8435 -0.062 -0.003 -0.051 -1.029
O -3.4534 1.9220 -2.4038 0.127 0.115 0.154 -0.992
O -2.2943 -0.5092 0.5471 0.088 -0.039 -0.083 -1.032
H 0.1791 -2.0598 -0.0817 -0.129 0.043 0.125 0.508
H 3.5684 -3.7945 -1.8337 -0.033 -0.023 0.048 0.488
H -0.3471 1.5014 -1.4103 0.062 0.164 0.078 0.508
H -2.2390 4.7878 -1.6697 -0.031 0.004 -0.102 0.489
H -0.0878 1.1502 2.0716 0.067 0.203 -0.343 0.521
H 3.0554 -2.6657 2.0940 0.138 0.273 0.198 0.515
H -4.0943 1.9701 0.5823 0.030 -0.222 0.044 0.514
H 1.9723 0.3727 0.4497 0.047 -0.114 -0.161 0.509
H 4.0748 -2.0554 3.1412 0.003 -0.023 0.054 0.488
H -1.7419 -0.1750 -1.1093 0.192 -0.135 -0.139 0.509
H -1.0543 -1.9186 0.8550 0.111 -0.121 -0.025 0.517
H -2.4031 2.7639 1.6669 -0.045 -0.017 0.024 0.508
H -5.4221 1.1795 0.3449 0.011 -0.082 -0.035 0.487
H 2.0924 -0.6363 2.3717 0.051 0.142 0.070 0.515
H -3.2086 -0.1762 0.4959 0.078 0.068 0.125 0.518
H 1.2703 -3.5433 1.3482 0.017 -0.048 -0.052 0.509
H -2.6108 3.2516 -1.7985 0.000 0.179 0.001 0.517
H 3.6493 -2.5270 -0.9108 -0.101 -0.280 -0.051 0.515
H -2.7886 3.6270 0.4544 -0.074 -0.047 0.129 0.505
H -0.7038 -0.5873 -2.2094 -0.115 0.022 0.097 0.520
H 1.5155 -2.2604 -1.7629 0.105 0.053 -0.017 0.514
H -1.7679 0.1892 1.0042 -0.304 0.018 0.006 0.508
H -2.7564 1.2482 -2.5176 -0.211 0.002 0.032 0.509
H 1.3815 -0.7693 -1.3161 0.068 -0.192 -0.016 0.510
H 1.7778 1.3279 -0.7383 0.215 -0.103 -0.054 0.515
H 4.3288 -1.3966 0.7591 0.050 0.052 -0.140 0.506
H -0.5093 1.8682 0.7081 0.444 -0.140 0.267 0.510
H -0.4512 3.0199 -1.1386 0.102 0.012 -0.017 0.516
H -3.9403 1.6653 -1.5943 0.075 -0.186 -0.238 0.504
H 3.9720 -0.4997 -0.4422 0.066 0.030 0.054 0.507
H 2.5187 -3.8461 0.4791 -0.185 -0.086 0.073 0.508
H 0.7457 -0.9273 1.6919 0.126 0.206 -0.047 0.508

---

[4]
48
Properties=species:S:1:pos:R:3:forces:R:3:nbo_charge:R:1 method="wB97M-V/def2-TZVPD" e_homo_ev=-9.33 energy_ha=-1222.98336 relative_energy_ev=5.862 e_lumo_ev=-1.1 gap_ev=8.21
O 12.9060 2.9250 -10.9390 -1.159 0.920 -0.712 -0.991
O 12.5560 0.8340 -13.1020 0.170 -0.575 -0.372 -0.949
O 17.3240 -0.2240 -11.0320 0.019 -0.002 -1.182 -0.940
O 13.8710 -1.7670 -11.2020 -1.704 0.210 -1.426 -0.977
O 14.4540 0.7100 -10.0830 -0.155 -0.327 0.329 -0.989
O 17.7240 2.8310 -11.5230 0.098 -0.123 -1.003 -0.976
O 14.2500 -0.8480 -7.6690 0.627 0.144 -0.180 -0.948
O 15.3230 -0.7170 -13.5220 -1.097 -1.118 1.622 -0.987
O 11.9610 -0.5790 -9.1130 -1.125 -1.816 -3.083 -0.964
O 15.3050 -2.9180 -9.0180 -0.201 -0.722 -0.905 -0.990
O 11.8750 1.8090 -7.8820 1.652 1.888 -0.876 -0.939
O 17.4690 -0.6700 -8.4020 0.405 -0.325 1.845 -0.929
O 15.2720 4.4520 -10.9790 0.491 1.587 0.274 -0.922
O 14.2940 3.2560 -8.2600 -3.300 2.691 -1.659 -0.976
O 15.3460 1.9150 -12.5650 -0.771 0.523 -0.508 -0.990
O 15.9530 1.5300 -7.1450 0.679 0.510 1.691 -0.933
H 12.0340 -1.5580 -9.0890 0.042 0.700 0.618 0.478
H 17.0600 -1.1190 -11.2120 -0.574 -1.105 0.602 0.457
H 13.5670 -1.4370 -7.3810 -0.639 -0.301 0.693 0.468
H 13.3420 1.4190 -13.0140 -0.909 -1.088 0.016 0.481
H 15.0480 0.7460 -10.8450 0.126 0.247 0.181 0.503
H 16.8380 2.4920 -11.7690 0.827 0.310 0.655 0.486
H 17.6860 -1.4170 -8.9310 0.442 -0.930 -0.510 0.456
H 17.7020 -0.0930 -11.9110 0.388 1.108 0.043 0.486
H 15.0710 -2.0950 -8.5660 0.176 0.389 0.692 0.503
H 16.9280 -0.1610 -8.9690 -0.719 1.200 -0.876 0.474
H 13.8560 -0.3840 -8.4180 0.055 0.429 0.059 0.508
H 13.0970 -2.3420 -11.3250 0.221 0.379 -0.419 0.478
H 14.7610 5.0680 -11.5100 -0.027 0.048 0.014 0.453
H 15.4740 0.7650 -7.3970 -0.657 -1.393 -0.905 0.479
H 14.8870 -1.1150 -12.6860 0.789 0.721 -1.557 0.508
H 15.8590 1.4230 -6.1780 0.396 0.588 -0.506 0.472
H 12.7650 0.0350 -13.6410 0.208 1.359 0.597 0.459
H 14.8220 -1.1370 -14.2370 0.336 0.204 0.030 0.481
H 11.6130 -0.5410 -10.0720 0.632 0.770 1.922 0.506
H 11.9270 1.0700 -8.4480 0.292 -1.124 -1.212 0.473
H 13.4920 2.7210 -8.3280 0.322 0.139 0.496 0.469
H 15.0580 3.6070 -11.3270 -0.417 -1.090 -0.205 0.466
H 17.9540 2.6210 -10.6220 -0.401 -0.195 0.357 0.474
H 14.3420 -2.2470 -10.5500 1.680 -1.047 1.668 0.506
H 14.9630 2.7240 -7.9640 2.663 -2.200 1.310 0.479
H 11.2320 1.5330 -7.2980 -2.189 -0.470 2.321 0.466
H 13.8660 -0.0330 -10.2780 0.086 0.194 -0.389 0.481
H 14.8240 -3.6290 -8.5760 0.241 0.154 0.022 0.472
H 14.7410 2.4430 -13.1330 0.922 -0.377 0.467 0.489
H 13.4210 2.2940 -10.4600 0.800 -0.763 0.654 0.489
H 15.4190 1.0250 -12.9410 0.030 -0.090 -0.546 0.512
H 12.8650 3.6950 -10.3530 0.230 -0.227 -0.141 0.490

---

[5]
48
Properties=species:S:1:pos:R:3:forces:R:3:nbo_charge:R:1 method="wB97M-V/def2-TZVPD" e_homo_ev=-10.01 energy_ha=-1223.01862 relative_energy_ev=4.902 e_lumo_ev=0.1 gap_ev=10.07
O 1.6057 0.6930 2.8582 0.499 -1.901 3.038 -0.990
O -1.3333 2.9180 0.7102 -2.386 -0.601 -0.251 -0.966
O -1.6483 1.6720 -1.5268 -0.052 0.380 -1.340 -0.995
O -1.0813 0.2990 2.1612 0.913 0.926 -0.406 -0.920
O -3.5273 -0.1960 -0.8588 0.829 0.111 0.735 -0.982
O 1.9337 -1.8110 2.0272 -1.270 0.018 -0.719 -1.018
O -3.2433 -2.7710 -2.4288 -0.273 -3.583 0.326 -0.956
O -0.9493 -2.5370 1.1532 -0.443 -0.796 0.511 -0.987
O 1.1207 1.6150 -2.0218 1.878 -0.077 -0.589 -0.990
O 2.3297 -2.4530 -0.9328 0.578 0.119 -0.698 -0.962
O 1.7877 -0.8040 -3.0108 0.798 -1.179 -2.451 -0.970
O -0.8993 2.5080 3.5962 -0.745 -0.626 -1.564 -0.985
O -1.1713 -1.1980 -2.4988 -0.021 1.255 -1.373 -0.950
O 1.2937 2.4120 0.8332 -0.010 0.884 0.994 -1.007
O 3.0827 0.2230 -0.0078 0.725 1.396 -0.398 -0.945
O 0.1057 -0.4250 -0.1718 1.113 0.827 1.808 -1.014
H -0.5163 -1.7640 -2.9008 0.745 -0.410 0.029 0.493
H 2.7917 -2.1890 2.1492 0.865 0.312 0.305 0.473
H -1.3653 -0.5980 -3.2658 0.027 -0.447 1.256 0.500
H -0.4593 -0.6470 -0.8938 -1.083 0.047 -1.093 0.504
H -1.9683 0.4610 1.9242 -1.997 0.363 -1.005 0.490
H 2.0677 -1.0940 -2.1608 0.095 -0.433 1.884 0.502
H 1.4387 1.4180 2.3052 -0.855 2.030 -1.318 0.498
H -1.0303 1.7410 2.9242 0.666 1.352 1.562 0.489
H -1.1943 -0.3880 2.7852 0.365 -1.611 1.048 0.501
H 1.5437 0.7860 -2.3518 -0.276 1.116 0.162 0.491
H 2.2747 -3.3100 -1.3268 0.181 -0.832 -0.987 0.474
H -0.4363 3.1150 0.8132 2.947 0.339 0.301 0.514
H -0.3463 0.1380 0.5062 0.206 -0.917 -0.806 0.500
H -1.7613 2.4740 -2.0738 0.088 -0.696 0.242 0.489
H -2.8463 -3.6570 -2.1428 -1.328 1.561 -0.613 0.451
H 1.8977 -0.8200 2.0602 0.384 -0.788 0.634 0.519
H 1.9677 -2.6620 -0.0938 -0.800 0.418 1.971 0.499
H -0.4313 -2.9170 1.8752 0.090 0.247 -0.334 0.468
H 1.2417 0.8740 3.7642 0.469 -0.081 -1.532 0.497
H -1.3673 3.2290 3.1362 0.439 -0.320 0.753 0.444
H 2.5777 -0.5590 0.0792 -1.089 -1.334 -0.046 0.483
H 1.2487 1.7120 0.1692 0.911 -0.063 -0.677 0.536
H -0.4033 -1.8640 0.7282 0.360 0.203 0.043 0.490
H -2.7053 0.2860 -1.1208 -1.380 -0.245 -0.294 0.490
H -2.4873 -2.2380 -2.2688 0.833 1.480 0.274 0.479
H -1.8083 3.5590 1.2192 -0.596 0.525 0.141 0.477
H -1.6083 2.0320 -0.6358 -0.052 0.402 0.594 0.502
H -4.2083 -0.0860 -1.5218 0.200 0.120 -0.279 0.472
H 3.6437 0.2050 0.7592 0.531 0.093 0.461 0.462
H 2.3727 -1.4010 -3.5508 -0.874 1.183 0.269 0.476
H 2.2117 2.6870 1.0162 -0.610 -0.454 -0.831 0.500
H 0.2587 1.3320 -1.7898 -1.596 -0.314 0.265 0.476